(1)
This record from the OMol25 dataset describes 4 unconnected molecules or ions with the total composition C4H16O4 at a distorted geometry. The level of theory is the ωB97M-V functional and the def2-TZVPD basis.

## Properties
E_tot in eV: -12594.57245
Highest occupied orbital energy in eV: -9.374
HOMO-LUMO gap in eV: 9.9
Largest force on an atom in eV Å⁻¹: 4.4
Structure (SMILES): CO.CO.CO.CO
Relative energy (zero: lowest compared OMol25 entry of this formula, charge and spin) in kcal per mole: 75.27

ORCA input file:
```
! RIJCOSX wB97M-V def2-TZVPD def2/J DEFGRID3
* xyz 0 1
C 2.997 2.341 -1.645
O 1.843 2.883 -1.244
H 3.736 2.440 -0.850
H 2.896 1.339 -2.064
H 3.190 3.089 -2.414
H 1.988 3.822 -1.382
C -1.577 -2.230 2.784
O -1.693 -1.001 3.404
H -2.467 -2.855 2.710
H -1.173 -2.141 1.775
H -0.870 -2.858 3.326
H -1.946 -1.188 4.311
C -1.976 -1.244 -1.502
O -2.324 0.122 -1.400
H -1.220 -1.380 -2.276
H -1.721 -1.552 -0.488
H -2.932 -1.738 -1.673
H -1.536 0.611 -1.150
C 0.790 -0.030 0.156
O 0.362 0.813 -0.912
H 0.212 -0.932 0.356
H 1.832 -0.336 0.066
H 0.698 0.418 1.145
H 0.890 1.606 -1.032
*
```



(2)
This record from the OMol25 dataset describes a molecular structure, C47H49N5O3RhTe at a distorted geometry. The level of theory is the ωB97M-V functional and the def2-TZVPD basis.

## Properties
E_tot in eV: -73417.63087
Highest occupied orbital energy (spin up / spin down) in eV: -12.333 / -12.331
HOMO-LUMO gap (spin up / spin down) in eV: 6.7 / 6.7
Largest force on an atom in eV Å⁻¹: 1.4
Relative energy (zero: lowest compared OMol25 entry of this formula, charge and spin) in kcal per mole: 8.29

ORCA input file:
```
! RIJCOSX wB97M-V def2-TZVPD def2/J DEFGRID3
* xyz 2 2
Rh 0.403 0.049 -0.358
O -4.818 3.834 2.362
C -5.160 2.785 1.490
C -3.907 2.076 1.067
C -3.970 0.885 0.355
C -2.799 0.275 -0.040
N -1.589 0.772 0.232
C -1.517 1.909 0.956
C -2.654 2.581 1.379
C -0.162 2.328 1.342
C 0.111 3.422 2.150
C 1.404 3.662 2.587
C 1.708 4.818 3.509
O 0.605 5.665 3.705
C 2.403 2.770 2.200
C 2.080 1.725 1.367
N 0.833 1.515 0.933
H -5.611 4.320 2.608
H -5.659 3.157 0.586
H -5.831 2.062 1.967
H -4.916 0.423 0.108
H -2.823 -0.657 -0.590
H -2.591 3.485 1.965
H -0.673 4.087 2.478
H 2.589 5.357 3.148
H 1.976 4.401 4.484
H 0.640 6.404 3.088
H 3.427 2.883 2.529
H 2.833 1.025 1.025
N -0.057 -1.503 1.133
C -0.652 -2.637 0.461
C -0.356 -2.840 -0.880
C -0.877 -3.943 -1.540
C -1.743 -4.801 -0.880
C -2.071 -4.573 0.447
C -1.517 -3.496 1.121
H 0.831 -1.765 1.561
H -0.670 -1.199 1.884
H 1.501 -2.069 -1.269
H -0.617 -4.130 -2.573
H -2.161 -5.648 -1.405
H -2.747 -5.241 0.962
H -1.741 -3.329 2.168
N 1.962 0.757 -1.730
C 1.499 2.038 -2.231
C 0.559 2.077 -3.252
C 0.084 3.305 -3.688
C 0.541 4.481 -3.109
C 1.493 4.429 -2.101
C 1.979 3.207 -1.658
H 2.900 0.859 -1.336
H 2.114 0.116 -2.514
H 0.214 1.161 -3.716
H -0.636 3.342 -4.494
H 0.171 5.435 -3.455
H 1.874 5.345 -1.669
H 2.746 3.168 -0.895
C 7.120 -7.565 0.355
C 6.271 -6.336 0.490
C 6.829 -5.108 0.816
C 6.060 -3.954 0.932
C 6.736 -2.657 1.278
C 4.686 -4.057 0.701
Te 3.488 -2.320 0.768
N 0.530 -1.906 -1.540
C 0.476 -1.732 -2.961
O 1.522 -1.639 -3.559
C -0.853 -1.561 -3.592
C -1.167 -2.171 -4.803
C -2.401 -1.919 -5.378
C -3.293 -1.039 -4.771
C -2.959 -0.402 -3.584
C -1.739 -0.677 -2.989
C 4.413 -1.105 -0.698
C 4.820 0.168 -0.282
C 5.242 1.116 -1.201
C 5.274 0.785 -2.551
C 4.941 -0.497 -2.953
C 4.524 -1.475 -2.043
C 4.277 -2.867 -2.551
C 4.083 -5.283 0.391
C 2.603 -5.433 0.154
C 4.895 -6.403 0.290
H 8.133 -7.389 0.711
H 7.180 -7.877 -0.689
H 6.699 -8.395 0.922
H 7.896 -5.041 0.994
H 7.730 -2.842 1.682
H 6.167 -2.092 2.019
H 6.849 -2.022 0.396
H -0.453 -2.831 -5.277
H -2.669 -2.397 -6.310
H -4.247 -0.841 -5.240
H -3.640 0.314 -3.141
H -1.374 -0.190 -2.095
H 4.841 0.395 0.778
H 5.572 2.092 -0.866
H 5.592 1.514 -3.284
H 5.015 -0.763 -4.000
H 5.191 -3.244 -3.013
H 3.495 -2.874 -3.311
H 4.012 -3.559 -1.756
H 2.004 -4.854 0.859
H 2.313 -6.477 0.255
H 2.326 -5.107 -0.854
H 4.441 -7.361 0.061
*
```